{"formula": "C51H73F3N5OPSSiSn", "method": "ωB97M-V/def2-TZVPD", "total_energy_ha": -3879.2977, "lumo_ev": 0.42, "gap_ha": 0.271, "spin_multiplicity": 1, "homo_ev": -7.0, "charge": 0, "symbols": ["H", "C", "C", "H", "C", "C", "H", "H", "H", "C", "C", "C", "H", "H", "O", "H", "H", "H", "C", "C", "C", "H", "H", "H", "C", "H", "N", "C", "H", "C", "P", "H", "H", "F", "H", "H", "H", "H", "C", "H", "C", "H", "H", "N", "C", "Si", "H", "H", "C", "C", "C", "H", "H", "H", "C", "H", "H", "C", "C", "C", "C", "H", "C", "H", "C", "H", "H", "C", "C", "C", "C", "H", "C", "H", "C", "C", "H", "H", "H", "C", "C", "C", "C", "H", "H", "H", "H", "C", "H", "C", "H", "C", "H", "H", "H", "H", "C", "Sn", "H", "C", "C", "H", "H", "H", "H", "H", "N", "C", "H", "H", "C", "F", "H", "C", "H", "C", "H", "F", "C", "H", "H", "C", "H", "H", "H", "H", "N", "S", "H", "H", "C", "H", "C", "H", "H", "H", "N"], "xyz": [[-4.747742, -1.187944, 3.687472], [-0.292465, 4.836223, -0.704364], [2.237525, 2.718324, 2.360603], [2.284465, -4.575266, -1.952911], [1.853298, -1.075031, 4.558512], [-1.355151, -1.465102, 3.084376], [-4.707170, 0.313837, -4.075080], [0.010777, 2.030152, 4.936857], [-0.842056, 4.990792, -1.635142], [1.589970, -2.575707, -1.650688], [0.944083, 2.172395, 2.979179], [-3.430986, 0.525735, 3.593438], [4.113371, 3.208371, 5.220233], [-0.312917, -4.663853, -5.696076], [-1.522189, -0.376535, -1.337207], [0.124240, 2.666397, 2.432366], [-3.355982, 0.630139, 4.678400], [-0.744313, 4.244710, 1.307621], [-2.818944, -4.323845, -1.147809], [-4.555908, -2.344211, -3.538130], [-0.911938, -4.298660, 0.842306], [-0.841495, 3.827266, -5.802226], [-4.932038, -1.646083, -0.935378], [-0.781704, 0.103461, 4.461261], [-1.227304, 4.201776, 0.328028], [-4.208052, 1.209749, 3.243291], [1.716607, 2.132455, -3.102632], [-2.639923, -5.439456, -0.345898], [1.684153, -0.195670, 5.179571], [2.495656, 3.277853, -2.659760], [0.583423, 0.407207, 2.391105], [1.834111, 3.125239, 6.235624], [3.089890, -2.053478, 6.033668], [5.736271, -0.983612, 0.456003], [0.018903, 5.825027, -0.326205], [-1.508611, -6.313914, 1.250349], [2.206441, -1.646746, 1.178053], [2.268634, 5.262868, -1.878327], [-0.252096, -3.684730, -5.242812], [-3.556806, -4.374302, -1.934133], [1.940982, -0.682581, 3.086939], [3.987038, -1.075544, 4.869312], [3.003734, 4.335135, 4.430577], [0.827301, 3.965858, -0.995060], [1.618069, 4.408094, -2.125864], [-2.123360, -1.627613, -2.095573], [-3.244708, -6.323257, -0.498534], [-5.453056, -1.976914, -4.040131], [2.153280, -1.931585, 2.228418], [0.914139, 2.402516, -4.280231], [3.396342, -3.002651, 4.119846], [-2.930126, -2.872695, 3.465361], [-1.442538, -1.573870, 2.001674], [-1.784484, 2.345478, 0.885605], [-1.675341, -5.435579, 0.644709], [3.107960, 3.680952, -3.482915], [-3.883107, -1.003388, 2.154300], [-2.965144, 3.665232, -3.189421], [-1.108576, -3.187619, 0.042910], [3.868284, -3.215613, -1.407562], [0.783415, 2.621087, 4.442032], [2.336084, 1.584138, 5.552208], [2.553120, -3.565843, -1.694355], [1.419296, 3.876158, -0.175291], [0.784165, -1.534051, -5.078398], [2.587293, -3.720838, 4.274956], [2.093931, 3.784720, 2.157569], [-0.083499, -1.206148, -4.053021], [-2.518130, 3.963315, -4.465158], [-3.881542, -1.209980, -2.769991], [0.699748, -2.779743, -5.678615], [1.020456, -1.761107, 4.720285], [-2.058406, -3.172251, -0.973727], [-3.947194, 3.972508, -2.861579], [5.564925, -1.490446, -0.775707], [2.051108, 2.605101, 5.297943], [-0.589082, -2.156837, 3.434586], [-4.326713, 0.004507, -1.041394], [1.383379, 3.166704, -4.921214], [-1.110227, -3.344349, -4.211944], [-4.782523, -0.803719, -1.608339], [-2.099527, 0.892082, 2.941287], [3.468522, 2.594634, 3.251936], [-2.724172, 1.505033, -0.963165], [4.329196, -3.483554, 4.418736], [-1.831246, -4.068795, -3.861572], [-3.152852, 4.492312, -5.158553], [-2.689311, -1.840503, 3.723075], [-1.864346, 1.934534, 3.169609], [3.109978, -0.954285, -1.021433], [0.805923, 1.490433, -4.873372], [-0.958213, -0.022677, 3.388259], [-2.154711, 4.795547, 0.382381], [0.426570, 3.657545, 4.418205], [3.722029, 1.549309, 3.424776], [-0.154903, -4.286351, 1.615638], [4.156468, -1.909636, -1.071580], [0.388701, 0.907949, -0.942690], [4.313963, 3.051494, 2.736497], [3.148615, -1.767423, 4.980507], [-1.042129, -2.100199, -3.597431], [4.292147, -1.947261, 2.468663], [-3.483393, 3.100745, -0.685798], [0.925509, 4.733383, -2.908379], [3.612629, -3.511773, 2.031477], [-0.493167, -2.308367, 0.187722], [-1.501078, 2.807926, 0.028971], [-2.549155, 2.582858, -0.950139], [3.159411, 2.934782, -1.864272], [1.376826, -3.045249, -6.478135], [-2.129003, 2.952415, -2.338674], [6.030328, -0.576540, -1.646484], [-2.612401, -1.782702, 4.811470], [-3.792883, -0.909943, 3.238847], [2.836214, -0.069033, 2.938360], [-1.239771, 3.583193, -4.829819], [-5.758012, -0.468895, -1.964458], [6.429477, -2.524827, -0.851163], [3.451301, -2.621529, 2.643678], [4.657455, -3.953415, -1.448220], [-3.890989, -2.753060, -4.295473], [3.223038, 3.275926, 4.591241], [1.543129, -0.834976, -5.407254], [-2.209100, 0.765102, 1.858691], [-4.863191, -3.142665, -2.867895], [-3.149874, -0.333334, -4.602436], [1.848894, -1.320999, -1.330100], [3.352018, 0.647129, -0.552164], [2.427457, 2.211163, 1.411477], [0.558498, -2.787554, -1.880163], [-3.731382, -0.034468, -3.732459], [2.361543, 1.367777, -3.284159], [-0.475613, 2.860533, -3.919323], [1.323085, -2.630076, 2.340038], [-0.008771, -0.242390, -3.556969], [-3.217993, 0.793207, -3.252376], [-0.934060, 2.532354, -2.724176]], "atomic_forces_ev_per_a": [[-0.07, -0.01, -0.06], [-0.17, -0.01, 0.22], [0.04, -0.20, -0.10], [-0.05, -0.14, -0.05], [0.32, 0.28, 0.03], [-0.02, -0.09, 0.28], [-0.15, 0.03, -0.04], [-0.11, 0.08, 0.01], [0.07, 0.12, -0.01], [0.07, -0.45, -0.08], [-0.33, -0.17, -0.28], [-0.04, -0.03, -0.34], [0.02, 0.11, -0.01], [-0.02, -0.08, -0.06], [1.01, 1.07, 0.51], [0.14, -0.08, 0.07], [-0.01, 0.05, 0.07], [-0.04, 0.01, 0.03], [-0.12, -0.15, -0.08], [0.16, -0.04, 0.14], [0.14, -0.05, 0.13], [0.07, 0.03, -0.11], [-0.09, -0.07, 0.17], [0.03, -0.03, 0.01], [0.21, 0.21, -0.12], [-0.01, 0.05, 0.07], [0.25, -0.54, -0.26], [-0.08, -0.17, -0.05], [-0.12, -0.04, 0.07], [0.00, 0.45, 0.23], [0.05, 0.00, 0.80], [0.02, -0.11, 0.02], [0.05, 0.06, 0.03], [-0.14, 0.05, 0.12], [-0.11, -0.04, -0.13], [-0.03, -0.08, 0.09], [-0.06, -0.02, 0.00], [-0.10, -0.02, -0.15], [0.01, -0.16, -0.08], [-0.10, 0.00, -0.06], [-0.47, 0.14, -0.20], [0.06, 0.07, 0.03], [0.02, 0.08, 0.01], [0.22, 0.06, 0.24], [0.28, -0.16, -0.12], [-0.47, -0.72, -0.56], [-0.04, -0.03, -0.06], [-0.11, 0.04, -0.07], [0.36, 0.17, -0.20], [-0.01, -0.02, -0.05], [0.28, 0.18, -0.07], [0.00, -0.08, 0.03], [0.03, -0.07, -0.02], [0.09, -0.01, -0.08], [0.03, -0.02, 0.09], [0.02, -0.04, 0.10], [-0.10, -0.02, -0.10], [0.03, -0.04, 0.07], [0.11, 0.19, 0.04], [-0.17, 0.06, 0.00], [0.01, -0.20, 0.05], [0.02, -0.04, 0.03], [0.04, 0.01, 0.01], [0.03, -0.03, 0.03], [0.14, 0.08, -0.13], [-0.04, -0.09, 0.06], [0.00, 0.12, -0.07], [0.00, 0.25, 0.05], [0.12, -0.07, 0.04], [0.04, -0.21, 0.06], [0.09, 0.02, -0.08], [-0.11, 0.00, 0.01], [-0.19, 0.39, -0.34], [-0.05, 0.02, 0.07], [0.41, 0.05, 0.03], [-0.04, 0.20, -0.05], [0.07, -0.04, -0.14], [-0.02, 0.15, 0.17], [-0.08, -0.14, -0.03], [-0.06, -0.07, 0.02], [0.24, -0.05, 0.04], [-0.02, 0.12, 0.32], [-0.06, 0.29, 0.01], [-0.15, -0.09, 0.02], [0.00, -0.08, 0.03], [-0.08, -0.16, 0.03], [-0.06, 0.10, -0.07], [-0.03, -0.09, -0.27], [0.04, 0.09, -0.11], [0.10, -0.54, -0.15], [0.12, 0.00, 0.00], [0.41, 0.10, -0.47], [0.11, 0.02, 0.06], [-0.06, -0.01, 0.02], [0.08, -0.04, -0.01], [0.06, 0.02, 0.03], [-0.14, 0.04, 0.00], [-0.50, -0.20, -0.13], [0.09, -0.05, -0.01], [-0.24, -0.26, 0.12], [-0.38, 0.20, 0.40], [0.06, 0.04, -0.06], [0.04, 0.00, -0.10], [0.06, 0.10, 0.05], [0.04, 0.01, -0.05], [0.03, 0.07, 0.09], [-0.25, -0.16, 0.40], [-0.26, -0.14, 0.07], [0.05, 0.00, -0.11], [0.06, -0.02, -0.04], [-0.54, 0.29, -0.20], [-0.10, 0.09, -0.08], [0.02, -0.01, 0.10], [0.04, -0.01, 0.36], [-0.05, -0.02, 0.00], [-0.10, -0.05, 0.08], [-0.15, 0.03, -0.06], [-0.08, -0.36, -0.10], [-0.25, -0.25, 0.05], [0.02, -0.01, 0.02], [0.02, -0.12, -0.17], [0.03, -0.27, 0.06], [0.03, 0.06, -0.01], [-0.02, 0.06, -0.08], [-0.07, -0.15, 0.00], [0.08, 0.05, -0.19], [0.03, 0.38, 0.02], [0.27, 1.10, 0.35], [0.00, 0.09, -0.09], [0.00, -0.20, -0.07], [0.26, -0.08, 0.15], [-0.06, 0.05, 0.10], [-0.13, 0.17, -0.33], [-0.18, -0.05, 0.03], [0.04, 0.05, -0.09], [0.08, 0.19, -0.01], [0.22, -0.34, 0.11]]}